DFT (ωB97M-V/def2-TZVPD) results for a molecular structure, C43H96ClN4O13P2 at a distorted geometry.

Its total energy is -109819.293 eV. Its HOMO-LUMO gap is 8.36 eV. For the HOMO energy, the calculation gives -10.347 eV. As for the charge: +1. Its spin multiplicity is 1.

Element x y z (Å)
C -5.461388 3.988452 3.039698
C -5.717242 2.501201 3.322810
C -6.805175 1.908121 2.425561
C -6.394938 1.767424 0.948398
C -6.256929 0.317933 0.466191
C -6.395135 0.140813 -1.045634
C -5.087744 0.393857 -1.799106
C -4.186669 -0.836000 -1.815518
C -2.781312 -0.586702 -2.350729
C -2.088535 0.545304 -1.584977
N -0.630621 0.267547 -1.292760
C -0.343370 0.107582 0.217662
C -1.135747 1.037163 1.173824
P -1.562900 2.806473 1.140428
O -2.506597 3.096508 2.213414
O -0.139816 3.500679 1.115054
O -2.135101 3.179846 -0.311970
O -0.826877 -1.214184 0.349531
C -0.824071 -1.846281 1.639429
C -2.257036 -2.098023 2.114704
C 1.157986 0.185587 0.471235
C 1.977711 -0.463982 -0.634274
C 1.685161 0.123613 -2.041227
C 0.447719 1.039850 -2.090943
C 0.637700 2.413765 -1.494536
C 1.784205 3.301443 -1.988047
C 1.503643 4.643102 -1.309352
C 2.673469 5.621094 -1.170270
C 2.483751 6.432389 0.111488
O 1.078465 6.772120 0.200540
C 0.545904 6.520524 1.426314
C 0.881202 7.533994 2.471288
O -0.145297 5.570189 1.591236
P -0.247036 1.079639 -3.906272
O -0.523408 2.674154 -4.143224
Cl 1.464499 1.017489 -4.988880
H -6.037578 4.619134 3.719033
H -4.408629 4.247854 3.153539
H -5.755547 4.262934 2.022449
H -4.793684 1.926156 3.197878
H -6.025568 2.389932 4.364784
H -7.690291 2.544766 2.510032
H -7.080469 0.916610 2.798341
H -5.437793 2.287542 0.812504
H -7.122124 2.269984 0.303381
H -6.984485 -0.306848 0.989348
H -5.264121 -0.056726 0.759784
H -6.705495 -0.887246 -1.260562
H -7.172312 0.812454 -1.418049
H -5.287940 0.677839 -2.837344
H -4.588401 1.253795 -1.328929
H -4.119177 -1.283604 -0.816501
H -4.663333 -1.583171 -2.456810
H -2.820013 -0.376505 -3.420179
H -2.194093 -1.504834 -2.238784
H -2.154798 1.511296 -2.082474
H -2.576302 0.665903 -0.622635
H -0.517470 -0.698999 -1.612426
H -2.122596 0.602686 1.356665
H -0.602403 0.960691 2.127755
H -0.194278 4.471968 0.958502
H -3.092974 3.327036 -0.213539
H -0.284130 -1.264750 2.388851
H -0.317481 -2.806616 1.522287
H -2.620589 -1.322096 2.792024
H -2.930555 -2.104457 1.254727
H -2.333734 -3.060716 2.619187
H 1.449917 1.222376 0.611773
H 1.344970 -0.304060 1.429202
H 3.036258 -0.366737 -0.394623
H 1.767053 -1.536358 -0.648946
H 2.539003 0.666192 -2.437848
H 1.511913 -0.717701 -2.723260
H -0.283797 2.995464 -1.585693
H 0.786267 2.312478 -0.428740
H 2.744220 2.924667 -1.613698
H 1.863919 3.336197 -3.074747
H 0.666119 5.156169 -1.782633
H 1.164893 4.372950 -0.304432
H 3.630720 5.093849 -1.128490
H 2.703246 6.290086 -2.034435
H 2.731404 5.794283 0.968546
H 3.103920 7.329424 0.159782
H 0.327674 8.449362 2.250910
H 1.942663 7.779579 2.448225
H 0.597792 7.164039 3.454037
H -1.257684 3.033987 -3.622931
C 4.727366 2.164333 3.353438
O 5.645750 2.327726 2.293390
C 5.241483 3.242804 1.289021
C 6.113443 4.475284 1.272374
N 5.873784 5.306086 2.443910
C 6.823220 6.402877 2.616532
C 8.286825 6.054345 2.856158
O 8.528254 5.420753 4.094653
C 8.399171 4.014521 4.108015
H 5.100653 1.354945 3.977328
H 4.629231 3.065921 3.967779
H 3.731853 1.895277 2.980879
H 4.183328 3.507962 1.407263
H 5.349565 2.730715 0.325950
H 5.885268 5.065349 0.378014
H 7.157218 4.143416 1.195957
H 5.895499 4.721743 3.270633
H 6.485872 7.000615 3.466232
H 6.765155 7.046622 1.732023
H 8.843480 6.993837 2.883755
H 8.708915 5.454581 2.039701
H 8.687649 3.576952 3.147077
H 7.381495 3.686990 4.345415
H 9.065584 3.633397 4.880620
C -2.730582 -6.215045 -6.184588
O -2.118495 -5.492787 -7.231003
C -2.629238 -4.184044 -7.435435
C -1.579093 -3.143691 -7.117519
N -1.279231 -3.121142 -5.692201
C -0.144198 -2.287029 -5.323386
C 1.236483 -2.687472 -5.828481
O 1.716313 -3.891850 -5.268506
C 1.341913 -5.081580 -5.939814
H -2.335105 -7.227993 -6.222594
H -2.515867 -5.788523 -5.197182
H -3.817137 -6.256932 -6.310098
H -3.523562 -4.026057 -6.824237
H -2.913278 -4.089942 -8.486645
H -1.953329 -2.159400 -7.416398
H -0.699417 -3.363496 -7.737957
H -1.111482 -4.070002 -5.380968
H -0.092658 -2.268163 -4.227508
H -0.361206 -1.266326 -5.653375
H 1.943792 -1.913604 -5.518669
H 1.272273 -2.733910 -6.923562
H 1.240213 -4.916264 -7.016032
H 0.402736 -5.498598 -5.564812
H 2.131384 -5.811911 -5.768765
C -0.151643 -10.023056 2.812138
O -1.087272 -9.116241 3.358053
C -0.892838 -8.817509 4.734477
C -0.516652 -7.364634 4.917095
N 0.802624 -7.095142 4.366914
C 1.180481 -5.692104 4.322226
C 0.351590 -4.758241 3.448734
O 0.465268 -4.990460 2.055355
C -0.386762 -5.994391 1.528900
H -0.486416 -10.257973 1.803598
H 0.860374 -9.604768 2.762332
H -0.108629 -10.949628 3.392488
H -0.122351 -9.468126 5.158378
H -1.831246 -9.010706 5.260321
H -0.509105 -7.130881 5.986058
H -1.311886 -6.761297 4.454299
H 0.858868 -7.490317 3.436901
H 2.216235 -5.634549 3.978768
H 1.161876 -5.297034 5.343412
H 0.730476 -3.743293 3.607632
H -0.705781 -4.758415 3.744638
H -1.334193 -6.039065 2.073801
H 0.071126 -6.985753 1.553130
H -0.586012 -5.738647 0.488041

Forces on the atoms, in the same order (eV/Å):
C 0.1 0.0 0.1
C 0.0 0.1 -0.1
C 0.1 -0.1 0.1
C 0.0 0.1 -0.1
C 0.3 0.0 0.1
C 0.1 -0.1 0.0
C 0.0 0.2 0.0
C -0.1 -0.2 0.0
C 0.1 0.0 0.0
C -0.1 0.0 0.0
N 0.1 0.1 -0.1
C -0.2 0.1 0.2
C -0.3 -0.2 0.0
P 2.2 0.1 -0.1
O -0.2 0.0 0.1
O -1.3 -4.5 -0.2
O -0.9 0.1 0.0
O 0.2 0.2 -0.1
C -0.4 -0.5 0.3
C -0.1 0.3 -0.1
C 0.1 0.0 0.0
C -0.1 0.0 -0.1
C -0.2 -0.2 0.2
C 0.2 -0.2 -0.4
C -0.1 0.1 -0.3
C 0.1 -0.1 0.2
C 0.4 -0.1 0.1
C -0.3 0.2 -0.1
C 0.3 -0.5 -0.1
O -0.1 0.1 0.3
C 1.6 2.2 -0.6
C -0.2 -0.2 0.3
O -1.3 2.4 1.4
P -0.2 0.0 0.3
O -0.1 0.2 0.3
Cl 0.3 0.0 -0.1
H -0.1 0.0 -0.1
H -0.1 0.0 0.0
H 0.0 0.0 0.0
H 0.0 0.1 0.0
H 0.1 -0.1 0.0
H 0.0 -0.1 0.0
H -0.1 0.1 0.1
H -0.1 0.1 -0.1
H 0.0 0.0 0.0
H 0.0 0.0 -0.1
H -0.2 -0.1 0.1
H -0.1 0.1 -0.1
H 0.0 -0.1 0.0
H 0.0 0.1 0.1
H 0.0 -0.1 -0.1
H 0.0 0.1 0.0
H 0.0 -0.1 0.1
H 0.1 0.1 0.0
H -0.1 0.0 0.0
H 0.0 -0.1 0.0
H 0.0 0.0 -0.1
H 0.1 0.0 0.1
H 0.1 -0.2 0.0
H -0.1 0.0 0.0
H -0.1 0.4 -0.1
H 0.2 0.1 -0.1
H 0.1 0.1 -0.2
H 0.1 0.2 -0.1
H 0.1 0.0 0.0
H 0.1 -0.2 0.0
H 0.0 0.0 0.0
H 0.1 -0.1 0.2
H 0.0 -0.1 -0.1
H 0.0 0.0 0.0
H 0.0 0.0 0.0
H 0.0 0.1 0.0
H 0.1 0.1 -0.1
H 0.0 -0.2 -0.1
H -0.1 0.2 -0.2
H -0.1 -0.1 0.0
H -0.1 0.2 0.0
H -0.1 -0.1 0.0
H 0.3 0.2 -0.3
H 0.0 0.1 0.1
H 0.1 0.0 0.1
H 0.1 0.1 0.0
H -0.1 0.0 -0.1
H 0.0 0.0 0.0
H 0.0 0.0 -0.1
H 0.0 0.1 0.0
H 0.1 -0.1 -0.2
C 0.0 0.0 0.0
O -0.1 0.1 0.1
C 0.0 -0.2 -0.3
C 0.0 0.2 0.2
N 0.0 -0.1 0.0
C -0.1 0.1 0.0
C 0.1 0.0 -0.1
O -0.1 0.0 0.1
C 0.1 0.0 0.0
H 0.0 0.0 0.0
H 0.0 0.0 0.0
H 0.0 0.0 0.0
H 0.0 0.1 0.1
H 0.0 0.0 0.0
H 0.0 0.0 0.0
H 0.0 0.0 -0.1
H 0.0 0.0 0.0
H 0.0 0.0 0.0
H 0.0 0.0 0.0
H 0.0 0.0 0.0
H 0.0 0.0 0.0
H 0.0 0.0 0.0
H 0.0 0.0 0.0
H 0.0 0.0 0.0
C -0.1 0.0 0.0
O 0.1 0.0 0.1
C -0.1 0.0 0.0
C 0.1 0.0 0.0
N 0.0 -0.1 0.0
C -0.1 0.0 0.0
C 0.1 0.1 0.0
O -0.1 0.0 0.1
C 0.1 0.0 0.0
H 0.0 0.0 0.0
H 0.0 0.0 0.0
H 0.0 0.0 0.0
H 0.0 0.0 0.0
H 0.0 0.0 0.0
H 0.0 0.0 0.0
H 0.0 0.0 0.0
H 0.0 0.0 0.0
H 0.0 0.0 0.0
H 0.1 0.0 0.0
H 0.0 0.0 0.0
H 0.0 0.0 0.0
H 0.0 0.0 0.0
H 0.0 0.0 0.0
H 0.0 0.0 0.0
C 0.0 -0.1 0.0
O 0.1 0.1 0.0
C 0.0 -0.1 0.1
C 0.0 0.1 0.0
N -0.1 0.0 -0.1
C 0.1 -0.1 0.0
C 0.0 0.2 0.1
O 0.0 0.0 0.0
C 0.0 0.0 0.0
H 0.0 0.0 0.0
H 0.0 0.0 0.0
H 0.0 0.0 0.0
H 0.0 0.0 0.0
H 0.0 0.0 0.0
H 0.0 0.0 0.0
H 0.0 0.0 0.0
H 0.0 0.0 0.0
H 0.0 0.0 0.0
H 0.0 0.0 0.0
H 0.0 0.0 0.0
H 0.0 -0.1 0.0
H 0.0 0.0 0.0
H 0.0 0.0 0.0
H 0.0 0.0 0.0